This record from the OMol25 dataset describes C41H41N7O2S2Tb as an isolated structure in a non-equilibrium geometry. The level of theory is ωB97M-V/def2-TZVPD.

Last column: Löwdin charge in e.
Cartesian coordinates (Å):
Tb (-0.44, 0.18, 0.58)  1.300
C (-0.42, -7.19, 3.30)  -0.075
C (0.54, -6.07, 2.89)  -0.387
C (1.95, -6.62, 2.67)  -0.069
C (0.53, -4.92, 3.89)  -0.139
C (0.80, -5.22, 5.22)  -0.059
C (0.77, -4.24, 6.19)  -0.081
C (0.45, -2.94, 5.83)  -0.054
C (0.19, -2.58, 4.50)  -0.108
C (-0.15, -1.11, 4.28)  -0.380
C (1.10, -0.25, 4.50)  -0.064
C (-1.28, -0.63, 5.20)  -0.067
C (0.27, -3.58, 3.50)  -0.106
N (0.08, -3.43, 2.11)  0.171
C (0.41, -2.51, 1.30)  -0.454
O (0.92, -1.31, 1.46)  -0.240
C (0.13, -2.79, -0.16)  -0.192
C (0.31, -3.97, -0.86)  0.016
C (0.04, -3.94, -2.23)  -0.026
C (-0.46, -2.78, -2.84)  0.009
C (-0.66, -1.67, -2.05)  -0.186
N (-0.31, -1.69, -0.77)  -0.032
C (-1.53, -0.48, -2.45)  -0.535
O (-1.74, -0.25, -3.64)  0.038
N (-2.03, 0.09, -1.35)  -0.026
C (-3.30, 0.76, -1.36)  -0.174
C (-3.44, 2.14, -1.50)  -0.133
C (-4.69, 2.73, -1.31)  -0.053
C (-5.81, 1.99, -1.01)  -0.081
C (-5.67, 0.62, -0.89)  -0.044
C (-4.44, -0.02, -1.05)  -0.134
C (-4.42, -1.52, -0.77)  -0.349
C (-4.10, -2.38, -2.00)  -0.039
C (-3.57, -1.89, 0.45)  -0.069
C (-2.34, 3.14, -1.88)  -0.351
C (-0.89, 2.73, -1.70)  -0.100
C (-2.54, 3.57, -3.34)  -0.060
H (-0.52, -7.94, 2.51)  0.073
H (-1.42, -6.79, 3.52)  0.083
H (-0.07, -7.71, 4.20)  0.068
H (0.19, -5.67, 1.94)  0.097
H (2.36, -7.03, 3.61)  0.073
H (2.63, -5.83, 2.34)  0.081
H (1.95, -7.42, 1.92)  0.072
H (1.02, -6.25, 5.50)  0.104
H (0.99, -4.48, 7.23)  0.097
H (0.41, -2.18, 6.59)  0.105
H (-0.51, -0.97, 3.27)  0.061
H (1.48, -0.41, 5.51)  0.077
H (0.86, 0.81, 4.39)  0.055
H (1.88, -0.50, 3.78)  0.074
H (-0.94, -0.53, 6.24)  0.072
H (-2.13, -1.32, 5.18)  0.088
H (-1.63, 0.35, 4.87)  0.055
H (0.64, -4.86, -0.36)  0.113
H (0.19, -4.83, -2.82)  0.109
H (-0.72, -2.74, -3.89)  0.123
H (-4.76, 3.81, -1.39)  0.114
H (-6.77, 2.47, -0.84)  0.098
H (-6.54, 0.01, -0.63)  0.105
H (-5.44, -1.76, -0.50)  0.116
H (-3.15, -2.13, -2.47)  0.051
H (-4.87, -2.24, -2.76)  0.084
H (-4.08, -3.43, -1.72)  0.079
H (-2.52, -1.65, 0.29)  0.023
H (-3.64, -2.96, 0.65)  0.086
H (-3.92, -1.35, 1.33)  0.054
H (-2.51, 4.01, -1.25)  0.134
H (-0.61, 1.95, -2.40)  0.075
H (-0.65, 2.40, -0.69)  -0.007
H (-0.26, 3.61, -1.90)  0.088
H (-2.39, 2.70, -4.00)  0.086
H (-1.82, 4.35, -3.62)  0.076
H (-3.55, 3.95, -3.52)  0.072
S (-2.55, 1.00, 2.06)  0.581
C (-1.97, 2.53, 2.69)  -0.741
C (-2.98, 3.31, 3.38)  -0.291
N (-3.79, 3.92, 3.94)  0.149
C (-0.73, 3.05, 2.58)  -0.731
S (0.68, 2.33, 1.81)  0.564
C (-0.47, 4.36, 3.15)  -0.298
N (-0.21, 5.40, 3.59)  0.143
N (5.20, -2.38, -0.09)  0.159
C (4.57, -1.42, -0.20)  -0.167
C (3.79, -0.21, -0.36)  -0.192
C (4.31, 1.04, -0.04)  0.004
C (3.53, 2.15, -0.26)  -0.043
C (2.25, 1.98, -0.76)  -0.195
N (1.72, 0.78, -1.02)  0.027
C (2.50, -0.29, -0.86)  -0.094
H (5.31, 1.12, 0.38)  0.128
H (3.88, 3.15, -0.03)  0.118
H (1.60, 2.83, -0.92)  0.079
H (2.10, -1.25, -1.15)  0.116

Computed properties:
- Spin multiplicity: 7
- Net charge: -1
- E_tot: -3741.8077 Eh
- Frontier orbital gap (alpha / beta): 6.65 / 6.67 eV
- Strongest force on any atom: 1.48 eV/Å
- Expectation value of S²: 12.695